Formula: C49H62IN2O4Tc
Source: the OMol25 dataset
Level of theory: ωB97M-V with the def2-TZVPD basis set

XYZ file:
```
119
C49H62IN2O4Tc (ωB97M-V with the def2-TZVPD basis set)
Tc -2.04 -1.60 -0.03
C -2.71 -1.89 -3.26
O -1.93 -1.39 -2.17
C -0.90 -0.50 -2.55
C -1.19 0.86 -2.71
C -2.58 1.43 -2.48
C -2.75 2.20 -1.18
C -3.27 3.47 -1.14
C -3.57 4.12 0.07
C -3.30 3.43 1.25
C -2.78 2.15 1.25
C -2.63 1.31 2.51
C -1.23 0.80 2.76
C -0.27 1.70 3.20
C 1.05 1.33 3.45
C 1.40 0.01 3.18
C 0.48 -0.93 2.76
C 0.94 -2.36 2.59
C 1.48 -2.79 1.23
C 2.51 -3.71 1.18
C 3.00 -4.22 -0.01
C 2.41 -3.76 -1.19
C 1.38 -2.84 -1.19
C 0.71 -2.46 -2.51
C 0.39 -1.00 -2.72
C 1.38 -0.12 -3.15
C 1.11 1.22 -3.40
C -0.17 1.69 -3.13
C 2.15 2.17 -3.98
C 2.44 3.31 -3.00
C 1.60 2.74 -5.30
C 3.47 1.46 -4.30
C 0.90 -2.35 0.03
O -0.08 -1.44 0.05
C 4.11 -5.27 -0.08
C 5.28 -4.74 -0.93
C 4.65 -5.63 1.31
C 3.55 -6.55 -0.72
C -0.84 -0.53 2.58
O -1.78 -1.52 2.17
C -2.62 -1.99 3.24
C 2.08 2.29 4.04
C 3.25 2.46 3.06
C 1.48 3.67 4.34
C 2.60 1.70 5.36
C -2.51 1.52 0.03
O -2.05 0.29 0.02
C -4.26 5.48 0.04
C -3.43 6.48 -0.76
C -5.64 5.30 -0.61
C -4.47 6.05 1.45
H -2.13 -2.60 -3.85
H -3.60 -2.36 -2.86
H -3.00 -1.06 -3.91
H -2.82 2.10 -3.31
H -3.32 0.63 -2.47
H -3.47 3.98 -2.07
H -3.51 3.89 2.21
H -2.94 1.92 3.36
H -3.34 0.48 2.42
H -0.58 2.73 3.35
H 2.43 -0.31 3.32
H 1.72 -2.55 3.32
H 0.11 -3.03 2.87
H 2.95 -4.04 2.12
H 2.78 -4.13 -2.14
H 1.37 -2.78 -3.31
H -0.20 -3.06 -2.60
H 2.37 -0.52 -3.29
H -0.40 2.74 -3.25
H 1.54 3.90 -2.80
H 2.81 2.92 -2.05
H 3.19 3.98 -3.42
H 0.69 3.32 -5.14
H 2.34 3.41 -5.75
H 1.38 1.94 -6.01
H 3.95 1.09 -3.39
H 3.32 0.63 -4.99
H 4.15 2.16 -4.77
H 5.68 -3.82 -0.49
H 6.08 -5.48 -0.97
H 4.97 -4.53 -1.95
H 5.08 -4.76 1.80
H 3.88 -6.06 1.94
H 5.45 -6.37 1.20
H 3.21 -6.36 -1.75
H 4.32 -7.32 -0.76
H 2.70 -6.93 -0.15
H -1.99 -2.39 4.04
H -3.24 -1.19 3.64
H -3.26 -2.78 2.84
H 2.90 2.86 2.11
H 3.98 3.16 3.48
H 3.75 1.51 2.87
H 1.14 4.17 3.42
H 0.64 3.60 5.03
H 2.25 4.30 4.80
H 3.09 0.74 5.21
H 3.32 2.39 5.81
H 1.78 1.56 6.07
H -3.31 6.17 -1.80
H -3.92 7.46 -0.76
H -2.43 6.59 -0.32
H -5.55 4.95 -1.64
H -6.23 4.57 -0.06
H -6.18 6.25 -0.62
H -3.53 6.19 1.97
H -4.96 7.02 1.37
H -5.12 5.41 2.05
I -4.71 -1.79 0.05
N -1.31 -4.40 0.90
C -1.21 -5.70 0.58
C -1.72 -5.84 -0.69
C -2.11 -4.56 -1.07
N -1.86 -3.69 -0.10
H -0.99 -3.94 1.74
H -0.81 -6.42 1.26
H -1.80 -6.75 -1.26
H -2.58 -4.24 -1.99
```

Results
Spin multiplicity ... 4
HOMO (spin up / spin down) ... -10.2 / -10.2 eV
Charge ... +1
Electronic energy ... -73285.9797 eV
Energy above the lowest of the compared OMol25 structures with the same formula, charge and spin ... 33.9 kJ/mol
Expectation value of S² ... 3.77
Frontier orbital gap (spin up / spin down) ... 0.2458 / 0.2228 hartree